# C2H5N3O

3 unconnected molecules or ions with the total composition C2H5N3O (ωB97M-V/def2-TZVPD, the OMol25 dataset).

Structure (XYZ):
```
11
Properties=species:S:1:pos:R:3:forces:R:3
C 0.187 0.995 0.112 -1.3 -0.9 -1.0
N -0.911 1.754 -1.361 0.3 0.8 0.4
C 0.227 -2.410 0.884 -0.3 -0.2 -0.3
O -0.333 -0.097 -0.163 0.3 1.5 -0.1
N 0.622 -1.246 1.050 0.8 -0.8 1.1
N 0.855 1.669 0.864 0.3 -0.4 -0.2
H -0.522 1.593 -2.289 0.1 -0.4 0.1
H -1.846 1.350 -1.355 0.1 -0.2 0.1
H 1.596 2.302 0.618 -0.4 0.3 0.0
H -0.543 -2.696 0.156 0.1 0.1 0.1
H 0.667 -3.213 1.486 0.0 0.1 0.0
```
Forces are in eV/Å.

The LUMO energy (spin up / spin down) is 0.462 / -0.782 eV. The HOMO-LUMO gap (spin up / spin down) comes out at 0.37283 / 0.26466 hartree. Its multiplicity is 1. The value obtained for the energy above the lowest of the compared OMol25 structures with the same formula, charge and spin is 6.623 eV. Its total charge is 0.